16
Properties=species:S:1:pos:R:3:forces:R:3:mulliken_charge:R:1 method="wB97M-V/def2-TZVPD" molar_mass_g_mol=114.13 multiplicity=1 e_lumo_ev=-3.36 homo_ha=-0.532 total_charge=+1 smiles=COn1nc[nH+]c1C
C -2.671 0.386 -0.062 -0.780 0.839 -0.361 -0.4498
O -1.556 -0.462 0.178 2.653 -1.398 0.264 -0.2971
N -0.284 0.113 0.085 1.143 0.518 -0.185 1.0122
N -0.211 1.436 0.072 -0.383 0.780 0.079 -0.8256
C 1.040 1.755 0.017 -0.174 -0.063 0.001 -0.2461
N 1.805 0.633 -0.004 -0.141 -0.236 0.027 -0.0470
C 0.985 -0.430 0.036 -2.698 -0.007 0.102 0.4959
C 1.320 -1.856 0.022 0.243 -0.386 -0.037 -1.0890
H -3.297 0.352 0.829 0.141 -0.010 -0.033 0.2419
H -3.211 -0.020 -0.919 0.138 0.016 0.079 0.2490
H -2.371 1.413 -0.260 -0.083 -0.152 0.031 0.3144
H 1.399 2.764 -0.008 0.183 0.126 -0.003 0.4329
H 2.816 0.588 -0.035 -0.117 -0.063 -0.008 0.2067
H 1.824 -2.121 -0.909 -0.061 0.016 -0.019 0.3253
H 0.416 -2.451 0.117 -0.018 0.013 0.006 0.3371
H 1.996 -2.101 0.842 -0.046 0.007 0.056 0.3392